[1]
147
Properties=species:S:1:pos:R:3:forces:R:3 method="wB97M-V/def2-TZVPD" homo_lumo_gap_ev=7.169 total_charge=0 relative_energy_kcal_mol=271.3
C -16.231 3.764 17.101 -1.125 -0.373 0.087
C -16.033 2.472 17.872 -0.198 -0.414 0.240
C -16.952 1.301 17.458 1.729 0.653 -1.900
O -18.345 1.586 17.555 1.062 0.266 0.272
C -19.045 0.434 17.146 -1.756 -0.451 0.528
N -14.597 2.087 17.690 -1.358 -0.223 0.512
H -16.280 3.612 16.023 0.137 -0.070 0.019
H -15.460 4.501 17.316 -0.048 0.009 0.136
H -17.218 4.136 17.385 0.125 0.452 -0.154
H -16.306 2.608 18.924 0.572 0.473 0.137
H -16.680 0.376 17.965 -0.654 0.805 -0.173
H -16.623 1.134 16.422 -0.872 0.010 -0.321
H -20.110 0.653 17.276 -0.106 0.319 -0.362
H -18.918 -0.404 17.830 0.605 0.018 -0.266
H -18.858 0.166 16.104 0.251 0.334 0.515
H -14.467 1.236 18.234 0.200 0.124 -0.037
H -14.066 2.798 18.188 -0.014 -0.414 -0.689
C -9.389 -0.301 17.213 0.555 0.243 0.671
C -9.843 0.713 18.285 -1.294 -0.375 -1.029
C -9.397 2.101 17.858 0.265 0.144 0.827
O -9.764 3.029 18.873 -0.395 0.422 0.225
C -9.399 4.372 18.605 0.635 -0.233 -0.006
N -11.337 0.598 18.287 0.862 0.044 -0.159
H -8.367 -0.119 16.870 0.026 0.098 0.055
H -10.045 -0.225 16.347 -0.042 -0.214 -0.011
H -9.388 -1.297 17.653 -0.291 -0.114 -0.268
H -9.474 0.434 19.272 0.256 0.259 -0.003
H -9.871 2.420 16.925 0.062 -0.278 -0.208
H -8.305 2.084 17.755 0.068 0.245 -0.158
H -9.838 5.036 19.349 -0.092 -0.208 0.142
H -9.693 4.743 17.620 -0.205 -0.307 -0.132
H -8.310 4.448 18.676 0.071 0.213 -0.035
H -11.758 1.400 18.748 0.193 -0.132 0.013
H -11.538 0.738 17.295 -0.457 -0.072 0.296
C -15.488 -1.036 16.111 -2.890 0.992 -1.914
C -15.163 -2.528 15.911 0.753 0.733 -1.373
C -13.636 -2.671 15.538 -0.409 -4.237 -3.543
O -13.481 -2.402 14.161 -0.354 0.016 -0.588
C -12.323 -2.960 13.557 -0.792 1.018 0.163
N -15.587 -3.281 17.091 0.064 -0.517 -0.579
H -15.472 -0.499 15.162 0.011 -0.020 -0.170
H -14.861 -0.512 16.828 -1.508 0.561 -1.163
H -16.491 -0.869 16.517 -0.189 -0.456 -0.762
H -15.648 -2.920 15.012 -0.268 0.180 -0.095
H -13.391 -3.733 15.696 -0.120 -0.320 0.106
H -12.933 -2.187 16.205 2.167 -3.283 -3.668
H -12.432 -4.027 13.352 0.203 -0.189 0.504
H -11.481 -2.665 14.186 0.453 -0.530 -0.217
H -12.244 -2.476 12.583 0.185 0.093 0.052
H -15.819 -4.235 16.836 0.169 -0.097 -0.055
H -16.495 -2.900 17.337 0.921 -2.770 -1.009
C -22.972 4.982 18.545 -0.030 -0.152 0.291
C -22.209 3.736 18.111 -0.328 0.516 0.479
C -22.770 2.522 18.825 -0.293 -0.213 -1.207
O -22.765 2.736 20.206 0.072 -0.137 0.275
C -23.204 1.608 20.980 -0.582 0.641 -1.110
N -22.253 3.588 16.651 0.493 -0.079 0.341
H -22.769 5.176 19.598 0.082 0.356 -0.106
H -24.055 4.860 18.464 -0.012 -0.103 -0.210
H -22.658 5.793 17.889 -0.050 0.302 0.340
H -21.174 3.908 18.422 0.148 -0.282 -0.221
H -22.293 1.597 18.472 0.614 -0.016 0.469
H -23.773 2.396 18.383 -0.472 0.079 0.563
H -22.351 0.974 21.214 -0.232 -0.165 0.229
H -23.979 1.120 20.382 0.209 -0.576 0.064
H -23.754 1.965 21.850 0.517 0.144 0.259
H -23.204 3.482 16.315 -0.061 -0.080 0.095
H -21.940 4.490 16.307 -0.085 -0.050 -0.385
C -19.211 -1.676 14.528 0.503 -0.597 0.377
C -18.040 -0.996 13.830 0.311 -0.631 0.119
C -18.044 -1.335 12.347 0.110 1.313 -0.561
O -16.872 -0.781 11.744 0.109 -0.789 0.564
C -16.583 -1.363 10.490 -0.053 0.789 0.021
N -17.993 0.439 14.144 -0.399 0.002 -1.515
H -19.132 -1.569 15.611 -0.198 0.139 -0.153
H -19.172 -2.761 14.403 -0.031 0.019 -0.354
H -20.180 -1.322 14.171 0.002 0.132 0.038
H -17.079 -1.369 14.188 -0.223 -0.388 0.198
H -18.877 -0.817 11.852 -0.432 -0.374 0.067
H -18.096 -2.409 12.156 -0.026 -0.083 0.172
H -17.275 -0.948 9.750 0.040 -0.194 -0.233
H -16.655 -2.453 10.487 0.020 -0.043 0.153
H -15.568 -1.053 10.247 -0.022 -0.120 -0.146
H -18.883 0.817 13.812 -0.131 0.252 0.348
H -17.372 0.808 13.423 0.290 0.268 0.339
C -20.835 -3.088 20.651 -0.233 1.648 0.264
C -21.269 -1.732 20.024 1.220 -0.366 -0.244
C -20.325 -0.530 20.341 -0.772 -2.544 0.612
O -20.350 -0.274 21.746 -0.538 0.598 -0.972
C -19.244 -0.730 22.471 0.380 0.433 0.739
N -21.207 -1.924 18.566 -0.828 0.225 -0.283
H -19.826 -3.381 20.368 -0.112 0.080 -0.457
H -21.547 -3.835 20.307 0.063 -0.285 0.520
H -20.772 -2.925 21.726 -0.608 -0.562 0.125
H -22.284 -1.416 20.283 -0.003 -0.350 0.601
H -20.777 0.229 19.704 0.745 0.904 0.465
H -19.326 -0.868 20.062 0.141 0.598 -0.410
H -18.304 -0.239 22.193 -0.040 -0.006 -0.341
H -19.086 -1.811 22.460 -0.163 -0.040 -0.183
H -19.446 -0.416 23.497 0.060 -0.220 0.050
H -21.756 -1.180 18.140 0.303 0.144 -0.227
H -21.778 -2.742 18.368 0.257 -0.187 -0.177
O -13.901 5.447 19.323 0.049 0.015 -0.123
H -14.748 5.234 19.785 -0.110 0.285 0.138
H -13.999 6.343 18.991 0.060 -0.054 -0.078
O -12.700 0.949 15.755 0.508 -0.278 -0.113
H -13.289 1.080 16.510 -0.317 0.402 -0.207
H -12.950 1.648 15.135 -0.213 -0.216 -0.076
O -18.151 6.532 18.901 0.020 0.003 -0.026
H -18.220 5.569 18.986 -0.116 0.067 -0.007
H -18.639 6.741 18.099 0.037 0.001 -0.020
O -14.730 2.378 14.368 -0.089 0.099 0.106
H -15.086 2.190 15.251 0.149 0.025 -0.129
H -15.466 2.225 13.768 -0.025 0.013 -0.024
O -14.565 2.328 21.039 -0.117 0.024 0.305
H -14.086 2.332 21.876 -0.023 -0.094 -0.008
H -13.881 2.505 20.361 0.307 0.026 -0.009
O -19.544 3.194 15.621 -0.189 0.017 0.082
H -19.073 2.467 16.057 0.227 0.324 -0.029
H -20.389 3.240 16.094 -0.145 -0.182 -0.285
O -15.933 4.832 20.831 -0.053 -0.199 0.241
H -16.797 4.610 20.462 -0.184 0.026 -0.202
H -15.572 3.967 21.086 0.034 -0.053 0.026
O -18.384 3.757 19.606 -0.156 -0.021 0.369
H -18.939 3.485 20.346 -0.084 0.089 -0.034
H -18.370 2.994 19.010 -0.073 -0.207 -0.298
O -13.835 -1.589 17.230 3.690 2.436 10.273
H -13.258 -1.312 16.510 -0.642 3.257 1.384
H -13.249 -1.642 17.996 0.429 -0.009 0.406
O -18.550 -3.096 18.127 -9.878 -10.971 -2.387
H -18.186 -2.987 19.011 -1.140 -1.472 -0.521
H -19.397 -2.619 18.144 -0.188 -0.393 -0.174
O -15.959 0.354 19.652 0.630 -0.377 1.736
H -15.206 -0.215 19.458 0.043 -0.196 0.132
H -15.624 0.978 20.326 0.051 -0.178 -0.068
O -16.087 5.995 14.530 0.284 0.055 -0.088
H -15.488 5.637 13.864 0.051 -0.042 0.056
H -15.689 6.831 14.789 -0.089 0.028 0.057
O -17.452 -1.891 18.434 9.492 11.836 3.927
H -17.040 -1.317 19.110 1.046 0.918 -0.260
H -16.781 -1.983 17.737 -0.641 2.249 1.462
O -12.606 3.135 19.261 -0.102 0.353 0.666
H -13.096 3.989 19.220 0.407 0.347 -0.081
H -11.739 3.363 19.621 0.223 -0.154 -0.201
O -18.011 4.165 13.487 0.059 -0.068 -0.096
H -17.374 4.705 13.974 -0.338 0.048 -0.002
H -18.730 4.002 14.120 0.221 -0.160 0.045

=====

[2]
53
Properties=species:S:1:pos:R:3:forces:R:3 method="wB97M-V/def2-TZVPD" s2=1.105 homo_lumo_gap_ev="4.487 / 5.146" total_charge=+3 multiplicity=2 relative_energy_kcal_mol=19.5
Mn 0.243 0.001 0.511 -1.112 -0.874 -0.061
Cl -0.367 3.613 6.141 -0.017 -0.284 -0.649
C -0.343 3.153 4.533 0.049 -0.068 0.445
C -0.198 1.813 4.186 0.052 -0.697 0.007
C -0.111 1.435 2.848 -0.164 -0.095 0.744
N 0.104 0.206 2.338 0.049 0.859 0.333
C 0.392 -0.899 3.169 0.036 -1.264 0.326
O 0.661 -0.838 4.332 -0.139 0.106 -0.372
C 0.333 -2.149 2.360 0.112 -0.498 0.483
C 0.394 -3.398 2.964 -0.024 0.471 -0.131
C 0.327 -4.530 2.160 -0.056 0.135 -0.198
C 0.203 -4.355 0.789 -0.070 0.141 0.170
C 0.145 -3.068 0.268 -0.014 -0.245 -0.291
N 0.207 -1.976 1.029 0.132 0.152 0.068
C -0.146 2.453 1.800 0.154 -0.597 -1.821
C -0.364 3.795 2.163 0.016 1.111 0.613
C -0.468 4.159 3.490 -0.066 0.490 -0.962
Cl -0.743 5.763 3.926 0.057 -0.250 -0.139
N 0.080 1.983 0.567 -0.375 0.449 2.379
C 0.648 2.892 -0.375 -0.045 0.871 -1.651
O 1.481 3.670 -0.005 0.003 -0.301 0.389
C 0.169 2.859 -1.787 0.548 0.776 -0.918
C 0.865 3.640 -2.718 -0.013 -0.182 0.615
C 0.310 3.817 -3.974 0.038 0.157 -0.373
C -0.912 3.238 -4.270 -0.094 -0.136 0.273
C -1.502 2.428 -3.297 0.204 0.462 -0.678
N -0.959 2.252 -2.115 -0.675 -0.873 1.495
H -0.118 1.070 4.967 0.003 0.105 -0.037
H 0.476 -3.464 4.040 0.054 0.039 0.016
H 0.355 -5.519 2.595 0.031 -0.029 0.003
H 0.127 -5.203 0.124 0.042 -0.006 -0.059
H 0.042 -2.929 -0.799 0.031 0.055 -0.040
H -0.431 4.557 1.401 -0.040 0.044 0.022
H 1.789 4.112 -2.419 0.065 0.096 -0.120
H 0.810 4.428 -4.716 0.023 0.008 0.080
H -1.418 3.416 -5.209 0.090 -0.043 -0.055
H -2.446 1.937 -3.491 -0.114 -0.074 -0.001
O -3.257 -0.648 -1.563 -0.098 -0.029 -0.236
C -2.055 -0.470 -1.151 0.487 0.294 0.436
O -1.750 -0.161 0.020 0.349 0.068 0.319
C -0.913 -0.654 -2.082 0.340 -0.029 -0.196
C -0.887 -1.032 -3.424 -0.131 0.164 0.674
C 0.352 -1.136 -4.053 0.341 0.124 0.147
C 1.524 -0.867 -3.345 -0.249 0.006 0.079
C 1.406 -0.493 -2.015 0.025 0.060 0.439
N 0.223 -0.386 -1.409 0.075 -0.587 -1.317
C 2.527 -0.200 -1.005 0.456 -0.871 -2.742
O 3.689 -0.283 -1.220 -0.602 0.205 0.547
O 1.920 0.144 0.122 0.001 0.612 2.020
H -3.963 -0.516 -0.895 0.348 0.014 -0.045
H -1.803 -1.237 -3.956 -0.112 -0.027 0.001
H 0.418 -1.423 -5.093 -0.078 -0.043 -0.033
H 2.500 -0.955 -3.801 0.076 0.029 0.002

=====

[3]
53
Properties=species:S:1:pos:R:3:forces:R:3 method="wB97M-V/def2-TZVPD" homo_lumo_gap_ev=5.214 total_charge=-1
Pd -0.297 -0.072 -0.733 0.268 -0.558 -0.428
Cl -4.888 -4.704 1.982 -0.086 -0.214 0.333
C -4.137 -3.465 1.040 -0.289 0.167 -0.854
C -3.065 -2.774 1.552 0.100 0.223 -0.322
C -2.444 -1.763 0.787 -0.541 -0.530 -0.631
N -1.586 -0.893 1.287 0.767 0.869 1.469
C -0.616 -1.083 2.209 -1.420 -0.210 -1.296
O -0.562 -0.700 3.360 0.511 0.128 0.397
C 0.510 -1.850 1.547 0.288 -0.138 -0.192
C 1.285 -2.751 2.262 0.044 -0.005 -0.177
C 2.224 -3.513 1.591 -0.066 0.214 -0.627
C 2.368 -3.331 0.217 -0.027 -0.249 0.541
C 1.563 -2.413 -0.428 -0.181 -0.073 -0.210
N 0.637 -1.694 0.210 0.386 -0.568 0.601
C -2.792 -1.653 -0.616 -1.404 -2.156 1.696
C -3.969 -2.283 -1.062 0.898 0.507 -0.104
C -4.632 -3.165 -0.239 0.024 -0.290 1.042
Cl -6.085 -3.924 -0.790 -0.336 -0.142 -0.326
N -1.919 -0.985 -1.378 0.305 2.068 -2.858
C -2.160 -0.645 -2.712 -0.216 -2.737 1.685
O -2.757 -1.356 -3.526 0.094 0.999 0.009
C -1.699 0.705 -2.976 0.729 2.323 -0.207
C -2.089 1.408 -4.129 0.087 -0.901 0.580
C -1.899 2.763 -4.191 0.534 0.858 0.909
C -1.300 3.410 -3.092 -0.460 -0.429 -0.880
C -0.855 2.654 -2.027 0.171 0.145 0.334
N -1.029 1.340 -1.954 -0.763 -0.635 -1.623
H -2.727 -2.953 2.562 -0.013 0.026 0.110
H 1.127 -2.854 3.325 -0.062 0.133 0.055
H 2.835 -4.231 2.116 0.072 -0.062 0.056
H 3.116 -3.878 -0.335 0.001 -0.036 -0.121
H 1.660 -2.240 -1.498 -0.025 0.024 0.227
H -4.316 -2.113 -2.069 0.037 -0.177 -0.006
H -2.558 0.853 -4.926 -0.102 -0.105 0.019
H -2.222 3.337 -5.047 -0.015 0.002 -0.081
H -1.189 4.482 -3.075 0.093 0.080 0.016
H -0.374 3.124 -1.181 0.055 -0.127 0.026
O -0.219 2.001 0.962 1.005 0.544 0.238
C 0.977 1.807 0.733 -1.299 0.909 0.614
N 1.399 0.942 -0.200 0.639 -0.013 -0.017
S 3.021 0.742 -0.186 0.453 -0.443 -0.350
O 3.399 -0.523 0.396 0.012 0.371 0.157
O 3.596 1.018 -1.477 -0.143 0.276 0.132
C 3.338 2.055 0.984 -1.039 -0.128 -0.140
C 4.514 2.558 1.484 0.360 0.011 -0.021
C 4.443 3.567 2.440 -0.162 -0.153 -0.151
C 3.206 4.058 2.849 0.120 0.059 0.016
C 2.027 3.547 2.332 -0.130 -0.344 -0.256
C 2.097 2.520 1.397 0.720 0.458 0.488
H 5.462 2.181 1.134 0.128 -0.051 0.029
H 5.353 3.965 2.868 0.013 0.039 -0.029
H 3.167 4.854 3.579 -0.003 0.030 0.066
H 1.063 3.918 2.642 -0.132 0.013 0.060